Density functional theory data (ωB97M-V/def2-TZVPD) for one molecule with the formula C6H4Cl2O2 in a non-equilibrium geometry.

Structure (XYZ):
```
14
Properties=species:S:1:pos:R:3:mulliken_charge:R:1
O 0.090 0.965 2.525 -0.52
C 0.080 0.525 1.265 0.28
C -0.424 -0.700 0.953 -0.60
C -0.545 -1.150 -0.388 0.44
O -1.133 -2.306 -0.480 -0.52
C 0.055 -0.461 -1.425 0.29
Cl 0.173 -1.087 -3.042 -0.24
C 0.568 0.809 -1.122 -0.72
C 0.555 1.309 0.196 0.46
Cl 1.268 2.841 0.562 -0.29
H 0.463 1.838 2.499 0.26
H -0.905 -1.219 1.794 0.35
H -1.155 -2.651 -1.366 0.31
H 0.910 1.286 -1.971 0.49
```

Output
Total charge = 0
Multiplicity = 1
Kohn-Sham gap = 9.2 eV
Relative energy (zero: lowest compared OMol25 entry of this formula, charge and spin) = 0.456 eV
SMILES = Oc1cc(O)c(Cl)cc1Cl



Density functional theory data (ωB97M-V/def2-TZVPD) for a 3-piece molecular cluster, C5H13NO2 overall in a non-equilibrium geometry.

Structure (XYZ):
```
21
Properties=species:S:1:pos:R:3:mulliken_charge:R:1
C 2.845 -0.007 -0.497 -0.40
N 1.717 0.793 -0.857 -0.62
C -1.731 0.716 -1.261 -0.93
C -2.587 -0.429 -0.882 0.09
C -2.655 -0.761 0.510 -0.08
O -2.286 -0.187 1.534 -0.54
C 3.416 0.404 0.876 -0.99
H 3.695 0.124 -1.198 0.44
H 2.604 -1.085 -0.546 0.28
H 1.717 0.884 -1.873 0.21
H -0.711 0.283 -1.178 0.12
H -1.944 1.155 -2.232 0.38
H -3.274 -0.952 -1.526 0.41
H -1.718 1.506 -0.505 0.32
H -3.266 -1.679 0.635 0.29
H 3.638 1.460 0.732 0.28
H 4.289 -0.196 1.112 0.32
H 2.607 0.279 1.598 0.30
H -0.642 -0.374 0.896 0.36
H 0.774 -0.074 0.231 0.46
O 0.197 -0.773 0.582 -0.68
```

Output
Total charge = 0
Multiplicity = 1
Kohn-Sham gap = 3.7 eV
Relative energy (zero: lowest compared OMol25 entry of this formula, charge and spin) = 7.513 eV



Density functional theory data (ωB97M-V/def2-TZVPD) for C35H28N6PS4V as an isolated structure.

Structure (XYZ):
```
75
Properties=species:S:1:pos:R:3:lowdin_spin:R:1
V -0.769 0.595 0.101 1.00
S -2.807 -0.326 -0.756 -0.01
C -3.383 0.852 -1.917 0.00
C -4.487 0.550 -2.710 0.00
C -4.995 1.459 -3.632 0.00
C -6.114 1.097 -4.437 0.00
N -7.013 0.779 -5.083 0.00
C -4.387 2.722 -3.755 0.00
C -3.290 3.030 -2.957 0.00
C -2.766 2.115 -2.042 0.00
S -1.368 2.564 -1.098 -0.01
C -4.870 3.690 -4.683 0.00
N -5.262 4.475 -5.429 0.00
H -4.956 -0.420 -2.606 0.00
H -2.824 4.002 -3.049 0.00
C 4.219 -2.119 2.499 0.00
C 3.451 -1.360 3.369 0.00
C 2.097 -1.168 3.129 0.00
C 1.493 -1.734 2.008 0.00
C 2.279 -2.484 1.132 0.00
C 3.627 -2.682 1.375 0.00
P -0.241 -1.406 1.538 -0.01
C -1.024 -3.041 1.774 0.00
C -0.376 -4.136 2.343 0.00
C -1.040 -5.345 2.504 0.00
C -2.362 -5.472 2.102 0.00
C -3.016 -4.383 1.540 0.00
C -2.353 -3.178 1.373 0.00
C -0.984 -0.343 2.791 0.01
C -1.211 -0.597 4.140 0.00
C -1.831 0.387 4.897 0.00
C -2.209 1.581 4.286 0.00
C -1.979 1.802 2.934 0.00
C -1.358 0.836 2.132 -0.01
H 5.275 -2.266 2.690 0.00
H 3.907 -0.906 4.241 0.00
H 1.511 -0.557 3.801 0.00
H 1.824 -2.920 0.248 0.00
H 4.221 -3.270 0.684 0.00
H 0.653 -4.045 2.665 0.00
H -0.522 -6.187 2.949 0.00
H -2.882 -6.414 2.230 0.00
H -4.050 -4.472 1.226 0.00
H -2.873 -2.333 0.934 0.00
H -0.921 -1.542 4.591 0.00
H -2.026 0.228 5.952 0.00
H -2.700 2.346 4.879 0.00
H -2.298 2.741 2.493 0.00
C 4.986 -0.673 -2.832 0.00
C 3.802 0.203 -3.231 0.00
C 2.500 -0.306 -2.698 0.00
N 1.671 0.407 -2.028 0.00
N 0.555 -0.255 -1.612 0.01
C 0.522 -1.498 -2.016 0.00
N -0.481 -2.354 -1.744 0.00
S 1.948 -1.949 -2.919 0.00
H 5.921 -0.253 -3.205 0.00
H 4.892 -1.683 -3.238 0.00
H 5.054 -0.753 -1.748 0.00
H 3.745 0.296 -4.318 0.00
H 3.921 1.209 -2.826 0.00
H -1.350 -1.902 -1.437 0.00
H -0.568 -3.180 -2.308 0.00
S 1.451 1.609 1.045 0.00
C 1.882 3.027 0.255 0.00
N 1.752 3.125 -1.097 0.00
C 1.976 4.247 -1.810 0.00
C 2.440 5.371 -1.202 0.00
C 2.660 5.318 0.193 0.00
C 2.397 4.181 0.900 0.00
H 1.390 2.294 -1.567 0.00
H 1.751 4.177 -2.864 0.00
H 2.613 6.270 -1.773 0.00
H 3.024 6.197 0.710 0.00
H 2.534 4.129 1.970 0.00
```

Output
Total charge = -1
Multiplicity = 2
Kohn-Sham gap (spin up / spin down) = 5.4 / 4.8 eV
Relative energy (zero: lowest compared OMol25 entry of this formula, charge and spin) = 0.000 eV



Density functional theory data (ωB97M-V/def2-TZVPD) for a 2-piece molecular cluster, C10H27N2O3P overall.

Structure (XYZ):
```
43
Properties=species:S:1:pos:R:3:mulliken_charge:R:1
C 3.546 -2.847 0.354 -0.73
O 4.254 -1.671 0.695 -0.35
C 5.268 -1.313 -0.238 -0.81
C 4.932 0.000 -0.911 -0.21
N 3.786 -0.152 -1.799 -0.32
C 3.273 1.103 -2.342 -0.77
C 2.662 2.100 -1.364 -0.48
O 1.467 1.646 -0.757 -0.33
C 1.631 0.918 0.444 -0.53
H 2.860 -3.063 1.172 0.24
H 2.966 -2.720 -0.567 0.31
H 4.225 -3.696 0.234 0.35
H 5.411 -2.102 -0.980 0.41
H 6.203 -1.198 0.319 0.39
H 5.794 0.332 -1.496 0.39
H 4.753 0.741 -0.120 0.19
H 3.042 -0.613 -1.293 0.08
H 2.505 0.847 -3.076 0.39
H 4.080 1.601 -2.888 0.42
H 2.388 2.991 -1.936 0.35
H 3.377 2.427 -0.600 0.35
H 2.501 1.262 1.011 0.32
H 1.717 -0.157 0.261 0.20
H 0.742 1.084 1.050 0.14
C -6.445 -1.276 1.303 -0.68
O -6.577 -0.007 1.921 -0.41
C -5.921 1.039 1.218 -0.61
C -4.407 0.862 1.088 -0.51
C -3.904 0.523 -0.324 -0.64
P -2.061 0.547 -0.456 -0.03
N -1.659 -0.528 0.846 -0.58
H -5.585 -1.824 1.689 0.25
H -6.378 -1.197 0.219 0.29
H -7.336 -1.851 1.547 0.26
H -6.109 1.931 1.812 0.32
H -6.404 1.192 0.248 0.36
H -4.054 0.084 1.759 0.28
H -3.914 1.786 1.381 0.50
H -4.301 1.224 -1.056 0.40
H -4.220 -0.476 -0.617 0.30
H -1.843 1.810 0.142 0.00
H -1.167 -0.060 1.598 0.27
H -1.099 -1.298 0.507 0.25
```

Output
Total charge = 0
Multiplicity = 1
Kohn-Sham gap = 9.1 eV
SMILES = COCCNCCOC.COCCCPN



Please write out number 2 again, unchanged.
Density functional theory data (ωB97M-V/def2-TZVPD) for a 3-piece molecular cluster, C5H13NO2 overall in a non-equilibrium geometry.

Structure (XYZ):
```
21
Properties=species:S:1:pos:R:3:mulliken_charge:R:1
C 2.845 -0.007 -0.497 -0.40
N 1.717 0.793 -0.857 -0.62
C -1.731 0.716 -1.261 -0.93
C -2.587 -0.429 -0.882 0.09
C -2.655 -0.761 0.510 -0.08
O -2.286 -0.187 1.534 -0.54
C 3.416 0.404 0.876 -0.99
H 3.695 0.124 -1.198 0.44
H 2.604 -1.085 -0.546 0.28
H 1.717 0.884 -1.873 0.21
H -0.711 0.283 -1.178 0.12
H -1.944 1.155 -2.232 0.38
H -3.274 -0.952 -1.526 0.41
H -1.718 1.506 -0.505 0.32
H -3.266 -1.679 0.635 0.29
H 3.638 1.460 0.732 0.28
H 4.289 -0.196 1.112 0.32
H 2.607 0.279 1.598 0.30
H -0.642 -0.374 0.896 0.36
H 0.774 -0.074 0.231 0.46
O 0.197 -0.773 0.582 -0.68
```

Output
Total charge = 0
Multiplicity = 1
Kohn-Sham gap = 3.7 eV
Relative energy (zero: lowest compared OMol25 entry of this formula, charge and spin) = 7.513 eV